{
  "formula": "C30H90N18O12",
  "method": "ωB97M-V with the def2-TZVPD basis set",
  "relative_energy_ev": 1.833,
  "energy_ev": -83963.80069,
  "fmax_ha_per_bohr": 0.0619,
  "total_charge": 0,
  "smiles": "COC[C@H](C)N.COC[C@H](C)N.COC[C@H](C)N.COC[C@H](C)N.COC[C@H](C)N.COC[C@H](C)N.NC(N)=O.NC(N)=O.NC(N)=O.NC(N)=O.NC(N)=O.NC(N)=O",
  "elements": ["C", "O", "C", "C", "C", "N", "H", "H", "H", "H", "H", "H", "H", "H", "H", "H", "H", "C", "O", "C", "C", "C", "N", "H", "H", "H", "H", "H", "H", "H", "H", "H", "H", "H", "C", "O", "C", "C", "C", "N", "H", "H", "H", "H", "H", "H", "H", "H", "H", "H", "H", "C", "O", "C", "C", "C", "N", "H", "H", "H", "H", "H", "H", "H", "H", "H", "H", "H", "C", "O", "C", "C", "C", "N", "H", "H", "H", "H", "H", "H", "H", "H", "H", "H", "H", "C", "O", "C", "C", "C", "N", "H", "H", "H", "H", "H", "H", "H", "H", "H", "H", "H", "N", "C", "N", "O", "H", "H", "H", "H", "N", "C", "N", "O", "H", "H", "H", "H", "N", "C", "N", "O", "H", "H", "H", "H", "N", "C", "N", "O", "H", "H", "H", "H", "N", "C", "N", "O", "H", "H", "H", "H", "N", "C", "N", "O", "H", "H", "H", "H"],
  "positions_angstrom": [[-6.450110, 1.041832, -2.724236], [-5.156881, 1.378818, -2.243708], [-4.294348, 1.790232, -3.301540], [-3.356333, 2.843079, -2.699420], [-2.359644, 3.475728, -3.665347], [-2.608324, 2.285157, -1.535346], [-6.982294, 1.936086, -3.055828], [-6.972143, 0.545815, -1.907232], [-6.402477, 0.339892, -3.563073], [-3.870176, 0.841012, -3.635285], [-4.814095, 2.227554, -4.161275], [-3.847943, 3.697259, -2.231371], [-2.802777, 3.713495, -4.632826], [-1.506176, 2.811600, -3.837169], [-1.852825, 4.325665, -3.208316], [-1.930019, 1.554245, -1.767073], [-3.348914, 1.709111, -1.133378], [3.992148, -0.280973, 3.424859], [2.943789, 0.652125, 3.624329], [3.324321, 2.044061, 3.559044], [3.928696, 2.500953, 2.164679], [4.305021, 3.969527, 2.300231], [2.901171, 2.327204, 1.144071], [4.547934, -0.084998, 2.506543], [3.414781, -1.205049, 3.435476], [4.698971, -0.175427, 4.258111], [2.436246, 2.595123, 3.858448], [4.179927, 2.155363, 4.234933], [4.834729, 1.905282, 2.022808], [4.870929, 4.293767, 1.422165], [5.082116, 4.056668, 3.064121], [3.456320, 4.623779, 2.493324], [2.610906, 1.383819, 0.899601], [3.259492, 2.765779, 0.301054], [3.372702, -3.079274, 0.701780], [3.906291, -3.978688, -0.237377], [4.061330, -3.499720, -1.547261], [4.522525, -4.448079, -2.679527], [5.881260, -5.121580, -2.333464], [4.583449, -3.961548, -4.046276], [3.156100, -3.571103, 1.650750], [2.346890, -2.819528, 0.412870], [3.968002, -2.170076, 0.786989], [3.085830, -3.176365, -1.946662], [4.631352, -2.562146, -1.571187], [3.729072, -5.201353, -2.697915], [6.395415, -5.508389, -3.212972], [5.737906, -5.889883, -1.575622], [6.586806, -4.405210, -1.903795], [5.425945, -3.432411, -4.220972], [3.723240, -3.492929, -4.296534], [-7.970089, -3.402647, 0.434865], [-6.943409, -2.688813, -0.284158], [-5.719133, -2.660589, 0.485242], [-4.691422, -1.961100, -0.388103], [-4.357534, -2.801088, -1.645354], [-3.526681, -1.973572, 0.518600], [-7.727158, -4.418579, 0.748042], [-8.879356, -3.442474, -0.161728], [-8.190664, -2.775901, 1.301904], [-5.802775, -2.268312, 1.501751], [-5.440760, -3.712027, 0.630274], [-5.097429, -0.973142, -0.611172], [-3.771717, -3.658796, -1.318593], [-3.747060, -2.157846, -2.279938], [-5.310967, -3.101218, -2.078919], [-2.700444, -1.464451, 0.216468], [-3.204895, -2.932178, 0.577904], [1.172952, 3.412949, -1.841353], [1.360226, 4.042000, -3.079681], [2.734272, 3.952197, -3.504335], [2.917015, 4.936405, -4.651317], [4.287020, 4.738154, -5.288482], [2.782225, 6.312652, -4.251976], [1.490360, 4.036716, -1.000272], [1.558094, 2.394697, -1.713496], [0.128123, 3.208066, -1.585241], [3.443175, 4.198210, -2.706882], [2.933877, 2.913825, -3.780711], [2.167459, 4.618822, -5.389895], [5.058158, 4.893864, -4.532383], [4.396829, 5.538551, -6.023467], [4.405404, 3.789326, -5.809334], [1.839159, 6.427595, -3.895670], [2.928791, 7.062764, -4.909591], [-0.164032, -4.092059, 0.400348], [-1.252135, -3.676239, 1.183647], [-1.097529, -4.043665, 2.552400], [-2.299240, -3.563375, 3.394460], [-2.121282, -2.112874, 3.822336], [-2.472515, -4.432545, 4.542834], [-0.229966, -3.927511, -0.673171], [0.157184, -5.112566, 0.634801], [0.714625, -3.503823, 0.699740], [-1.208342, -5.133234, 2.486974], [-0.120535, -3.672566, 2.875811], [-3.231935, -3.609001, 2.828667], [-1.285063, -1.924036, 4.499695], [-2.982944, -1.616403, 4.271198], [-1.933408, -1.556028, 2.899885], [-1.779153, -4.274754, 5.262147], [-2.523773, -5.415445, 4.319083], [2.774957, 0.008951, -2.249966], [4.124138, 0.148466, -2.260811], [4.628314, 0.310297, -3.506439], [4.826679, 0.214161, -1.249429], [2.295316, 0.399095, -3.042183], [2.325891, 0.053150, -1.337509], [4.038390, 0.179456, -4.307276], [5.619856, 0.294644, -3.664777], [-0.234562, -2.108093, -3.374129], [-1.120887, -1.094650, -3.423458], [-2.012266, -1.188753, -4.424307], [-1.052551, -0.099507, -2.681736], [0.238417, -2.206829, -2.490423], [-0.142729, -2.645279, -4.213464], [-2.763000, -0.522164, -4.379649], [-2.028597, -1.941546, -5.083781], [2.252191, -1.018144, 6.609775], [0.945766, -0.746561, 6.555343], [0.538972, 0.283909, 5.788130], [0.122418, -1.409307, 7.209858], [2.986203, -0.446697, 6.231330], [2.500040, -1.878629, 7.064218], [1.235575, 0.750656, 5.228344], [-0.417382, 0.575859, 5.746902], [-4.196777, 1.680485, 4.051394], [-3.489723, 1.176573, 2.988506], [-4.223284, 0.303636, 2.268257], [-2.332889, 1.470355, 2.689022], [-5.177418, 1.571745, 4.198866], [-3.601499, 2.416465, 4.408366], [-5.173871, 0.093407, 2.508995], [-3.924761, -0.121928, 1.397566], [0.348211, 0.223127, 2.228774], [0.560160, 0.090100, 0.896873], [-0.509208, 0.515194, 0.174071], [1.625602, -0.293740, 0.383982], [-0.528327, 0.626521, 2.543010], [1.267888, 0.162360, 2.657531], [-1.345522, 0.814165, 0.646847], [-0.407366, 0.278553, -0.805159], [0.594493, 3.607148, 1.829746], [0.266534, 4.336739, 2.925500], [-1.007465, 4.011827, 3.303277], [0.951546, 5.222578, 3.432499], [1.566997, 3.369753, 1.616773], [-0.060570, 2.883329, 1.603183], [-1.426088, 3.265672, 2.780201], [-1.495586, 4.240199, 4.149269]],
  "forces_ev_per_angstrom": [[0.27, -0.19, 0.26], [-0.78, 0.21, -0.44], [-0.24, 0.66, 0.56], [2.14, -0.27, 0.32], [0.63, -0.72, -0.11], [-0.85, -0.72, 0.16], [-0.11, 0.02, 0.07], [-0.13, 0.14, -0.02], [0.09, -0.05, -0.04], [0.85, 0.35, -0.26], [-0.39, 0.01, 0.16], [-1.05, -0.37, -0.36], [0.01, 0.28, 0.06], [-0.23, -0.34, -0.22], [-0.47, 0.30, -0.06], [-0.10, 0.57, -0.78], [0.17, 0.23, 0.82], [-0.48, 0.62, 0.41], [-0.37, 1.01, -0.38], [1.40, -0.77, -1.02], [-1.60, -0.60, 1.62], [0.98, -0.32, -0.28], [0.94, 0.62, -0.63], [-0.24, -0.38, -0.18], [0.84, -0.41, -0.14], [0.04, -0.42, 0.03], [0.16, 0.29, -0.07], [-0.32, 0.34, 0.49], [0.05, 0.01, -0.29], [-0.46, 0.08, -0.31], [-0.37, 0.12, 0.40], [0.02, -0.01, 0.07], [0.49, -0.17, 0.29], [-0.17, -0.21, -0.20], [-1.18, 0.28, -0.64], [0.84, -1.56, -0.25], [-0.91, 2.00, -1.23], [0.88, -1.85, 1.24], [-0.31, 0.49, 0.13], [-0.22, 0.13, 0.66], [0.92, -0.28, 0.08], [0.36, 0.61, -0.42], [0.03, 0.02, 0.17], [-0.37, 0.19, 0.33], [0.46, -0.08, 0.21], [0.22, -0.39, 0.06], [-0.35, -0.34, -0.06], [0.07, -0.11, -0.13], [-0.19, 0.23, 0.08], [-0.27, 0.42, -0.07], [0.29, 0.40, -0.21], [0.06, 1.32, -0.14], [-0.21, -0.73, 1.08], [-1.05, -1.00, -1.53], [0.86, -1.39, 1.00], [-0.75, 1.15, 0.79], [0.17, 0.80, -0.15], [0.46, 0.00, -0.09], [0.17, 0.06, -0.27], [-0.21, -0.36, 0.36], [-0.32, 0.58, -0.16], [0.35, -0.07, 0.02], [0.46, 0.18, -0.13], [-0.09, -0.14, -0.16], [-0.09, -0.29, -0.39], [0.27, -0.10, -0.52], [-0.13, 0.05, -0.41], [0.15, 0.03, 0.27], [-0.97, -0.31, 1.44], [0.68, -0.38, 0.02], [-0.71, 0.74, 0.31], [0.49, -1.12, -1.20], [-0.11, 0.65, -0.03], [-0.92, 0.08, 1.46], [0.47, 0.01, -0.10], [0.81, 0.14, -0.51], [-0.35, 0.57, -0.73], [-0.20, 0.16, 0.29], [0.13, 0.00, -0.40], [-0.13, 0.19, -0.14], [0.13, -0.20, -0.07], [0.22, -0.11, -0.13], [-0.01, -0.09, 0.20], [0.12, 0.19, 0.22], [0.27, -0.51, -0.56], [1.61, 0.41, 1.04], [-0.62, 0.58, -0.91], [-1.19, -0.43, -1.23], [0.50, 0.25, 0.62], [0.13, 0.64, -0.53], [-0.27, 0.20, 0.56], [-0.87, -0.11, 0.04], [-0.44, -0.30, -0.30], [-0.14, 0.05, -0.03], [0.74, -0.14, 0.74], [-0.07, -0.27, 0.52], [0.23, -0.16, -0.41], [0.15, -0.36, -0.02], [-0.26, -0.51, 0.06], [0.15, 0.11, 0.07], [0.04, -0.04, -0.03], [0.11, 0.00, -0.08], [-0.36, -0.22, 0.13], [0.68, 0.79, 1.36], [0.49, 0.02, -1.13], [-0.44, -0.48, -0.65], [-0.35, -0.07, 0.11], [-0.09, -0.09, -0.01], [0.06, -0.11, -0.05], [-0.03, 0.05, 0.26], [-0.18, 0.17, 0.39], [0.80, 1.41, 0.32], [-0.77, 0.59, -0.23], [-0.47, -1.18, -0.18], [0.62, -0.29, -0.50], [0.46, -0.70, 0.47], [0.05, -0.01, -0.45], [-0.23, -0.14, 0.11], [1.53, -0.39, -0.10], [-2.82, -0.71, 1.31], [1.05, 0.73, -0.72], [0.75, 0.24, -0.62], [-0.20, 0.05, -0.17], [0.00, 0.13, 0.11], [-0.26, 0.12, -0.19], [-0.06, -0.20, 0.18], [2.80, 0.65, -0.24], [-1.91, -1.17, -0.93], [-0.26, -0.20, -0.74], [0.06, 0.18, 0.40], [-0.09, 0.24, 0.02], [-1.05, 0.20, 0.86], [-0.01, 0.07, 0.18], [0.39, -0.07, 0.58], [1.49, -0.90, -0.94], [-1.36, 0.85, 0.44], [1.11, -0.73, -0.82], [-0.45, -0.02, 0.28], [0.50, -0.04, 0.50], [-0.63, 0.39, 1.25], [-0.18, 0.06, -0.32], [-0.89, 0.34, -0.13], [0.24, 0.31, -0.21], [-0.20, 0.97, 0.18], [-0.90, -0.27, 0.21], [-0.05, -0.77, 0.02], [-0.13, 0.01, -0.05], [0.15, -0.27, -0.29], [-0.32, -0.13, 0.27], [0.62, 0.57, 0.09]]
}